The following is a quantum chemistry calculation of the molecule C2H8N4O in a non-equilibrium geometry, from the Open Molecules 2025 dataset.

* structure (SMILES): CN(N)/C(N)=N/O
* HOMO energy: -9.192 eV
* net charge: 0
* energy above the lowest of the compared OMol25 structures with the same formula, charge and spin: 4.153 eV
* Kohn-Sham gap: 9.922 eV
* LUMO energy: 0.0268 Ha

Geometry (Å):
C  1.322  -0.771  1.123
N  -0.002  -0.565  0.515
N  -0.558  -1.756  -0.080
C  -0.134  0.536  -0.316
N  -1.318  1.193  -0.080
N  0.739  0.920  -1.200
O  0.292  2.061  -1.902
H  2.077  -1.010  0.366
H  1.631  0.132  1.660
H  1.280  -1.590  1.849
H  -1.493  -1.569  -0.446
H  -0.003  -1.980  -0.915
H  -2.007  0.492  0.185
H  -1.212  1.695  0.801
H  -0.614  2.212  -1.560